[1]
Entry from the OMol25 dataset: a cluster of 2 separate species, C2H7O in total at a distorted geometry (wB97M-V/def2-TZVPD).

Properties
Highest occupied orbital energy ... -2.145 eV
Relative energy (zero: lowest compared OMol25 entry of this formula, charge and spin) ... 21.1 kJ/mol
Charge ... -1
Kohn-Sham gap ... 0.24818 Eh
Energy ... -155.59959 Eh
2S+1 ... 1

Each line ends with the Mulliken charge.
Positions of all 10 atoms, in Å:
1 C 0.82151 -0.29202 -0.50593  -0.730
2 H 1.06225 -0.02738 0.51970  0.282
3 H -1.14092 0.40647 -0.15053  0.265
4 H -1.16121 -0.11374 -1.70737  0.347
5 H -1.07459 -1.34131 -0.38906  0.214
6 O -0.13730 0.81284 2.31199  -1.118
7 H -0.18917 1.71729 2.67401  0.126
8 C -0.68995 -0.39088 -0.75502  -0.829
9 H 1.29832 -1.23043 -0.79095  0.232
10 H 1.21105 0.45917 -1.20685  0.212

Forces on atoms 1 to 3 (eV/Å):
C -0.24 -0.05 -1.66
H -0.37 0.14 0.19
H 0.08 -0.41 0.60

***

[2]
Entry from the OMol25 dataset: a cluster of 2 separate species, C2H7O in total at a distorted geometry (wB97M-V/def2-TZVPD).

Properties
Highest occupied orbital energy ... -15.653 eV
Relative energy (zero: lowest compared OMol25 entry of this formula, charge and spin) ... 23.8 kJ/mol
Charge ... +1
Kohn-Sham gap ... 0.40703 Eh
Energy ... -155.28636 Eh
2S+1 ... 1

Each line ends with the Mulliken charge.
Positions of all 10 atoms, in Å:
1 C -0.85731 0.60175 0.89576  -0.631
2 H -1.36131 1.50228 0.55441  0.299
3 O 1.60083 0.01523 -0.79339  -0.422
4 H 2.39841 -0.26071 -0.31047  0.452
5 H 0.73929 0.32268 -0.32222  0.377
6 H -1.72950 -0.33754 -0.74285  0.322
7 H 1.39183 -0.61784 -1.50149  0.468
8 C -1.12545 -0.48168 0.14777  -0.603
9 H -0.57295 -1.41740 0.16225  0.411
10 H -0.48384 0.67324 1.91024  0.326

Forces on atoms 1 to 3 (eV/Å):
C -1.32 0.26 -0.17
H 0.01 0.09 0.28
O 0.10 0.15 -0.83

***

[3]
Entry from the OMol25 dataset: a cluster of 2 separate species, C2H7O2 in total at a distorted geometry (wB97M-V/def2-TZVPD).

Properties
Highest occupied orbital energy ... -3.095 eV
Relative energy (zero: lowest compared OMol25 entry of this formula, charge and spin) ... 8.8 kJ/mol
Charge ... -1
Kohn-Sham gap ... 0.28554 Eh
Energy ... -230.88132 Eh
2S+1 ... 1

Each line ends with the Mulliken charge.
Positions of all 11 atoms, in Å:
1 H 1.49831 -0.36534 -0.01434  0.464
2 H -1.75097 1.56017 -0.83325  0.263
3 O 0.24058 0.03432 -0.55276  -0.849
4 H -2.42567 -0.10491 -0.86203  0.235
5 H -0.94416 -0.84611 0.84654  0.203
6 H -2.78848 1.00979 0.51622  0.352
7 C -0.73919 0.14305 0.39925  -0.241
8 H 2.93548 -0.87584 -0.46317  0.236
9 C -2.05011 0.70394 -0.23153  -1.083
10 O 2.41646 -0.80736 0.34545  -0.786
11 H -0.47492 0.85544 1.21738  0.206

Forces on atoms 1 to 3 (eV/Å):
H 0.00 -0.44 0.11
H -0.14 0.04 -0.15
O -0.10 0.26 0.11

***

[4]
Entry from the OMol25 dataset: a cluster of 2 separate species, C2H7O2 in total at a distorted geometry (wB97M-V/def2-TZVPD).

Properties
Highest occupied orbital energy (spin up / spin down) ... -10.447 / -10.396 eV
⟨S²⟩ ... 0.755
Relative energy (zero: lowest compared OMol25 entry of this formula, charge and spin) ... 122.9 kJ/mol
Kohn-Sham gap (spin up / spin down) ... 0.41123 / 0.29280 Eh
Energy ... -230.75739 Eh
2S+1 ... 2

Each line ends with the Mulliken charge.
Positions of all 11 atoms, in Å:
1 O 0.04653 0.61287 -1.02444  -0.361
2 H -1.54128 -1.62056 1.27625  0.318
3 H 1.39976 1.22549 -0.99670  0.422
4 H 0.73879 -0.47545 0.71531  0.271
5 H -2.41469 -0.63017 0.17277  0.323
6 O 2.17183 1.88121 -1.12197  -0.695
7 C -0.09163 -0.39943 -0.03951  -0.056
8 H 2.87068 1.39451 -0.55226  0.293
9 H -1.75830 0.07381 1.48513  0.340
10 H 0.07334 -1.40957 -0.66684  0.220
11 C -1.49504 -0.65272 0.75226  -1.074

Forces on atoms 1 to 3 (eV/Å):
O -1.59 -2.34 2.17
H 0.67 0.21 -0.34
H 1.35 1.53 -0.72

***

[5]
Entry from the OMol25 dataset: the molecule C2H7O2P at a distorted geometry (wB97M-V/def2-TZVPD).

Properties
Highest occupied orbital energy ... -9.784 eV
Relative energy (zero: lowest compared OMol25 entry of this formula, charge and spin) ... 171.9 kJ/mol
Kohn-Sham gap ... 0.38381 Eh
Energy ... -572.18700 Eh
2S+1 ... 1

Each line ends with the Mulliken charge.
Positions of all 12 atoms, in Å:
1 O 1.43569 -1.19392 0.01575  -0.457
2 H -0.44120 -1.90190 -0.45701  0.058
3 H -1.37172 0.84280 1.09407  0.366
4 H -1.48713 -0.24775 -1.06757  0.014
5 C 2.57484 -0.59361 -0.17990  0.267
6 H 0.47500 0.15207 -1.50299  0.062
7 H 2.47341 0.30361 -0.86408  0.183
8 H -0.22793 -0.29460 1.86299  0.318
9 C -0.38237 0.39967 1.03272  -0.872
10 O 3.63081 -0.89853 0.28262  -0.471
11 H 0.39206 1.16638 1.07996  0.317
12 P -0.18982 -0.54551 -0.49993  0.214

Forces on atoms 1 to 3 (eV/Å):
O -0.13 -0.39 0.48
H -0.30 -0.39 -0.13
H 0.03 0.06 0.01

***

[6]
Entry from the OMol25 dataset: a cluster of 3 separate species, C2H7O4 in total at a distorted geometry (wB97M-V/def2-TZVPD).

Properties
Highest occupied orbital energy ... -4.339 eV
Relative energy (zero: lowest compared OMol25 entry of this formula, charge and spin) ... 114.8 kJ/mol
Charge ... -1
Kohn-Sham gap ... 0.29522 Eh
Energy ... -381.41646 Eh
2S+1 ... 1

Each line ends with the Mulliken charge.
Positions of all 13 atoms, in Å:
1 H -3.01077 0.12415 -0.28976  0.276
2 H -0.66659 -1.97662 -1.61604  0.383
3 H 1.94969 -1.48588 1.14718  0.276
4 O 0.04402 1.11716 0.78024  -0.717
5 O -0.97123 -1.97898 -2.61318  -0.672
6 H -0.09897 -1.60186 -3.01580  0.320
7 O -2.59958 0.96319 -0.54585  -0.652
8 C 1.14243 0.55587 1.01773  0.438
9 C 1.08850 -0.99573 0.76134  -0.406
10 H -1.83600 0.96449 0.12940  0.405
11 O 2.17689 1.01716 1.37050  -0.666
12 H 0.17829 -1.21727 1.37126  0.216
13 H 0.89792 -1.11598 -0.33442  -0.201

Forces on atoms 1 to 3 (eV/Å):
H -0.12 0.25 -0.38
H -1.15 0.04 -2.70
H 0.72 -0.57 -0.01

***

[7]
Entry from the OMol25 dataset: a structure of composition C2H7O7P2PtS4Sb (wB97M-V/def2-TZVPD).

Properties
Highest occupied orbital energy ... -1.554 eV
Charge ... -2
Kohn-Sham gap ... 0.22539 Eh
Energy ... -3242.54218 Eh
2S+1 ... 1

Each line ends with the Mulliken charge.
Positions of all 24 atoms, in Å:
1 P -2.80640 1.25676 0.83471  1.012
2 Pt -0.00435 -0.49363 0.56851  1.025
3 Sb 3.40038 -0.66178 0.68482  0.770
4 H -4.40281 -0.59962 -0.05678  0.470
5 C -2.57683 1.07293 -0.99829  0.682
6 H -3.53576 1.65335 -2.83495  0.434
7 S 1.59928 0.57146 1.73012  -0.533
8 C -3.64541 1.83777 -1.76508  -1.836
9 O -2.85006 2.85210 1.09164  -0.589
10 H -4.64499 1.54253 -1.44835  0.346
11 S 4.58891 0.60779 -0.78220  -0.753
12 O -2.66285 -1.05195 -2.82386  -0.587
13 S 1.55443 -1.86817 -0.30155  -0.549
14 O -1.32097 1.52399 -1.48159  -0.636
15 H -3.51145 2.90168 -1.57233  0.430
16 O -1.57249 0.72868 1.50430  -0.680
17 P -2.69767 -0.73177 -1.25966  0.883
18 O -4.17278 -1.12526 -0.89055  -0.538
19 O -1.61075 -1.45875 -0.55196  -0.674
20 S 4.60149 -1.95080 2.12309  -0.743
21 H -1.75155 -1.26172 -3.07037  0.347
22 H -0.60068 1.13613 -0.92873  0.264
23 H -1.96215 3.13587 1.34400  0.323
24 O -4.15938 0.67979 1.12109  -0.869

Forces on atoms 1 to 3 (eV/Å):
P -0.12 0.03 -0.12
Pt 0.02 0.03 0.39
Sb -0.11 0.04 0.03

***

[8]
Entry from the OMol25 dataset: a cluster of 2 separate species, C2H7OP in total at a distorted geometry (wB97M-V/def2-TZVPD).

Properties
Highest occupied orbital energy ... -7.615 eV
Relative energy (zero: lowest compared OMol25 entry of this formula, charge and spin) ... 412.0 kJ/mol
Kohn-Sham gap ... 0.29844 Eh
Energy ... -496.82843 Eh
2S+1 ... 1

Each line ends with the Mulliken charge.
Positions of all 11 atoms, in Å:
1 P -0.67366 1.22548 -0.52799  0.085
2 H -0.71803 -0.10875 -1.04745  0.034
3 H 1.45970 -2.59755 -1.00703  0.204
4 C -1.28026 1.10615 0.99236  -0.615
5 O 1.61774 -0.83818 -0.10568  -0.339
6 H 0.93930 -2.46769 0.84631  0.277
7 H -1.35283 2.11342 -1.20021  0.060
8 H -1.12718 2.03394 1.57771  0.250
9 H -1.00059 0.08771 1.48744  0.170
10 C 1.44155 -1.99560 0.02239  -0.150
11 H 0.69425 1.44109 -1.03787  0.025

Forces on atoms 1 to 3 (eV/Å):
P 2.61 -3.03 0.03
H -0.45 0.85 -0.27
H 0.44 0.16 2.01

***

[9]
Entry from the OMol25 dataset: the molecule C2H7OP at a distorted geometry (wB97M-V/def2-TZVPD).

Properties
Highest occupied orbital energy ... -10.058 eV
Relative energy (zero: lowest compared OMol25 entry of this formula, charge and spin) ... 53.8 kJ/mol
Kohn-Sham gap ... 0.40177 Eh
Energy ... -496.96485 Eh
2S+1 ... 1

Each line ends with the Mulliken charge.
Positions of all 11 atoms, in Å:
1 H -1.28360 -1.12339 1.20133  0.061
2 H -1.40824 -1.19357 -1.19946  0.055
3 H 1.60413 -0.88111 -0.52842  0.334
4 C 1.49364 -0.06189 0.12979  -0.891
5 O -2.63522 0.28730 -0.09403  -0.630
6 P -1.36499 -0.44283 -0.03263  0.367
7 C 0.11481 0.57159 -0.07919  -0.508
8 H 1.31983 -0.36819 1.13564  0.283
9 H -0.10754 1.45268 0.52377  0.378
10 H 0.01539 0.93866 -1.17257  0.288
11 H 2.25179 0.82075 0.11578  0.262

Forces on atoms 1 to 3 (eV/Å):
H 0.39 -0.76 -0.35
H 0.97 -1.12 0.07
H 0.79 -0.66 -0.67